This record from the OMol25 dataset describes a structure of composition C40H39Cl3CsN8O4S3 at a distorted geometry. The level of theory is ωB97M-V/def2-TZVPD.

Structure (XYZ):
```
98
Properties=species:S:1:pos:R:3:forces:R:3
C 1.49060 -1.65045 -0.89879 0.2 0.0 0.0
Cl 10.11292 6.10943 -0.78849 0.0 0.0 0.0
N -2.87485 3.26402 -0.61846 0.0 0.1 -0.1
C 3.23217 3.92250 0.55499 0.0 0.0 -0.1
H 6.07851 0.12229 4.03618 0.0 0.0 0.0
N 0.90081 2.17716 -2.41568 -0.3 0.0 -0.1
N 2.82946 3.09530 -2.94548 0.2 0.0 0.0
N -2.33696 -4.75459 -0.77594 0.0 -0.3 -0.2
H 4.55983 3.99181 -3.67835 0.0 0.0 0.0
H 0.76728 -4.33501 -0.68034 0.0 0.0 0.0
H -4.49994 5.68178 -3.13961 0.0 0.0 0.0
C 6.30298 5.90576 -1.92384 0.0 0.0 0.0
C -1.12536 -4.80692 -1.21597 0.4 -0.1 0.0
C -2.12238 4.14739 -1.31941 0.0 0.0 0.0
H 1.79246 2.30981 2.76783 0.0 0.0 0.0
O -2.48050 -3.16482 1.20136 0.0 0.6 0.4
H -4.52187 -2.05676 -2.13208 0.0 0.0 0.0
H -0.34457 -4.44690 0.57868 0.0 0.0 0.0
C 4.41405 4.24507 -1.51392 -0.1 -0.1 0.1
H -5.86069 4.04506 -1.87332 0.0 0.0 0.0
H 2.69412 1.55141 -1.46023 -0.1 0.0 0.0
Cl 5.23362 6.89217 -2.88590 0.0 0.0 0.0
H 0.16205 -4.58736 -2.73098 0.0 0.0 0.0
N -0.76673 -4.94893 -2.53542 0.0 0.1 0.0
C -2.57027 -1.93171 0.70565 0.0 -0.2 0.3
O -2.25096 2.47804 0.20953 -0.8 0.7 -0.1
C -4.79018 4.10120 -1.73445 0.0 0.0 0.0
C 2.74901 1.85824 3.00965 0.0 0.0 0.2
N 2.46596 0.06315 1.35553 0.2 -0.1 0.1
C 2.62869 -1.98575 -0.07410 0.0 0.0 -0.1
C -4.03178 5.00465 -2.43491 0.0 0.0 0.0
C 3.14058 0.67268 2.33676 0.0 -0.1 0.0
S -5.18664 2.04628 0.03565 0.0 0.0 0.0
C 5.68751 5.30032 3.00758 0.0 -0.1 0.0
C -2.65089 5.02809 -2.22687 0.0 0.0 0.0
C 4.77432 1.82020 4.35243 -0.1 -0.2 0.2
S 5.19769 6.86681 2.49682 0.0 0.1 0.0
C 1.37368 -2.43925 -2.04207 0.1 0.0 -0.1
H -3.23836 -4.20675 -2.63773 0.0 0.0 0.0
H -5.52979 -4.09248 -1.40180 0.0 0.0 0.0
C 5.84163 4.72461 -1.35801 0.0 0.0 0.1
H -2.17799 -2.38839 -1.32917 0.0 0.1 0.0
C 3.20732 -3.89965 -1.48096 0.0 0.0 0.0
C 6.74927 3.96539 -0.62468 0.0 0.0 0.0
H 2.37772 4.44190 0.11165 0.0 0.1 0.0
H 3.84303 -4.75743 -1.68136 0.0 0.0 0.0
C 8.06071 4.37239 -0.44844 0.0 0.0 0.0
C 4.03838 4.82592 1.43731 0.0 0.0 0.0
H 2.13591 -4.03480 -3.34485 0.0 0.0 0.0
N -2.75577 -0.40135 -1.16670 -0.3 -0.1 0.0
C 4.99572 4.32273 2.37415 0.2 0.0 -0.3
C 4.35536 0.05486 2.77244 0.0 0.0 -0.1
C 7.60673 6.34609 -1.75792 0.0 0.0 0.0
H 4.18229 -3.46651 0.36261 0.0 0.0 0.0
H 2.13537 4.49334 -4.42434 0.0 0.0 0.0
C 5.15882 0.61497 3.73815 0.0 0.0 0.0
H 8.75249 3.77731 0.13079 0.0 0.0 0.0
O 4.04532 3.36149 -0.47456 0.2 0.2 0.0
H -5.06359 -1.80505 -0.49074 0.1 0.0 0.0
C 8.47185 5.56647 -1.01461 0.0 0.0 0.0
C -4.32857 -2.34681 -1.09245 0.1 0.1 -0.1
H -3.19029 0.22679 -0.48682 0.0 -0.1 0.0
H -3.85195 -5.68433 -1.90128 0.0 0.0 0.0
C -2.91593 -1.79309 -0.78000 -0.1 0.0 0.1
H 5.11807 3.26345 2.56679 0.2 0.3 -0.1
H 7.93228 7.27753 -2.19720 0.0 0.0 0.0
O -2.39956 -0.97469 1.41908 -0.4 -0.1 0.1
H 0.56541 -2.21260 -2.74760 0.0 0.0 0.0
H -1.06904 4.07173 -1.09352 0.0 0.0 0.0
H 4.81041 2.52570 -2.71569 0.0 0.0 0.0
C 3.56221 2.40768 3.98881 -0.3 -0.4 0.3
C -4.54884 -3.85612 -0.97809 -0.2 0.0 0.0
S 4.55946 -1.43344 1.88605 0.0 0.0 0.0
H -0.29024 3.32572 -3.78112 0.0 0.0 0.0
H -1.45685 -4.62263 -3.19218 0.0 0.0 0.0
C 1.87626 3.71986 -3.72088 0.0 -0.1 0.0
C 0.69374 3.12413 -3.38943 0.1 0.1 0.1
H 6.44914 5.19147 3.76239 0.0 0.0 0.0
C 3.03609 -1.10653 0.97802 0.0 0.0 -0.1
C 2.18332 2.19012 -2.16756 -0.3 -0.3 -0.1
H -3.22340 -0.23009 -2.04870 0.0 0.0 0.0
N -0.07880 -4.78375 -0.33456 -0.2 0.0 0.0
C -3.46900 -4.68237 -1.67005 0.0 -0.1 0.1
H 6.39556 3.05207 -0.16451 0.0 0.0 0.0
H 2.87036 3.07123 1.13293 0.1 0.1 -0.2
Cl 3.05978 7.21880 0.45844 0.0 0.0 -0.1
C 3.39846 -3.15700 -0.32447 0.0 0.0 0.0
C -4.24757 3.18399 -0.80226 0.0 0.0 0.0
H -2.47246 -3.86437 0.47425 -0.1 -0.3 -0.4
H -1.99227 5.70572 -2.75247 0.0 0.0 0.0
H 3.73998 5.10786 -1.54315 0.0 0.0 0.0
H -4.58325 -4.16675 0.06832 0.0 0.0 0.0
C 2.22275 -3.51863 -2.38769 0.0 0.0 0.0
Cs -0.35224 0.64574 0.32172 1.1 -0.1 0.1
H 5.39185 2.26146 5.12542 0.0 0.0 0.0
H 3.24018 3.31557 4.48993 0.0 0.0 0.0
C 4.04451 6.18506 1.42072 0.0 0.0 0.0
C 4.22096 3.44077 -2.80048 0.1 0.1 0.0
```
Positions in Å, forces in eV/Å.

Output
DFT total energy	-132844.894	eV
orbital gap (alpha / beta)	2.40 / 4.26	eV
ΔE to the lowest compared entry with this formula, charge and spin	34.9	kcal/mol
charge	-2
E_LUMO (alpha / beta)	3.12 / 3.12	eV
spin multiplicity	2


This record from the OMol25 dataset describes a structure of composition C40H39Cl3KN2OS4SbSe. The level of theory is ωB97M-V/def2-TZVPD.

Structure (XYZ):
```
92
Properties=species:S:1:pos:R:3:forces:R:3
C -0.59151 -4.04183 -4.76833 0.0 0.0 0.0
H 2.37546 -5.29512 2.47594 0.0 0.0 0.0
C 3.17735 -0.55504 -1.85465 0.0 0.0 0.0
C -0.81512 4.90322 2.43587 0.0 0.0 0.0
C 4.27152 -0.17631 -1.09237 0.0 0.0 0.0
H 2.04125 1.50588 3.44075 0.0 0.0 0.0
C 0.84846 -3.77044 -4.34882 0.0 0.0 0.0
C -1.77125 3.89239 2.54183 0.1 0.0 0.0
H -6.10339 2.18587 -2.94446 0.0 0.0 0.0
H -0.18730 3.84047 7.18619 0.0 0.0 0.0
C -1.32953 2.78308 -1.70546 0.0 0.0 0.0
N 1.53586 -2.95081 0.19218 0.0 0.0 0.0
C 1.67326 3.09795 6.40468 0.0 0.0 0.0
H -3.28886 2.03820 -6.17192 0.0 0.0 0.0
H 2.98302 -0.11515 -2.82357 0.0 0.0 0.0
C -4.36979 0.97683 -2.64408 0.0 0.0 -0.1
C -2.80739 0.89934 -4.42901 -0.1 0.0 0.0
H 2.01750 -5.51571 -0.55205 0.0 0.0 0.0
H 5.32983 -0.35812 0.76765 0.0 0.0 0.0
C 2.29474 2.45597 5.34518 0.0 0.0 0.0
H 0.03656 -6.23764 0.79193 0.0 0.0 0.0
C 2.32617 -1.50103 -1.30226 0.0 0.0 0.0
H -3.85895 3.47850 2.67572 0.0 0.0 0.0
H -0.56860 -1.87154 -2.92125 0.0 0.0 0.0
Sb -1.07733 1.78575 2.53241 0.2 0.1 0.0
C 3.64606 -1.66445 0.72586 0.0 0.0 0.0
Cl -5.80947 3.27643 -5.58780 0.0 0.0 0.0
H 2.23177 -2.12497 -4.14720 0.0 0.0 0.0
C 0.65423 -2.91926 -0.83289 0.1 0.0 0.0
H 2.24802 3.38906 7.27650 0.0 0.0 0.0
K -2.00825 -0.72382 0.08042 0.0 -0.2 0.1
H 3.04958 -6.60004 0.36299 0.0 0.0 0.0
C -0.06980 2.56899 -2.24895 0.0 0.0 0.0
C 0.30760 3.35113 6.35521 0.0 0.0 0.0
S 2.37305 -1.53831 4.16750 0.0 0.0 0.0
H -2.14991 3.10178 -2.33755 0.0 0.0 0.0
C -3.48702 5.60024 2.55804 0.0 0.0 0.0
O -2.37706 -0.30035 -2.41820 -0.1 0.0 -0.2
C 0.94747 -6.83634 0.76565 0.0 0.0 0.0
H -0.77525 -5.11332 -4.86941 0.0 0.0 0.0
C 0.96609 2.13361 -1.43569 0.0 0.0 0.0
H 0.09490 2.72283 -3.30888 0.0 0.0 0.0
C 0.78148 -0.99959 3.86893 0.0 0.0 0.1
C -1.18030 6.24039 2.38794 0.0 0.0 0.0
H 0.23924 4.64165 2.39268 0.0 0.0 0.0
H 1.57610 -3.04273 2.25761 0.0 0.0 0.0
S -3.12641 0.79053 2.64518 -0.1 -0.1 0.0
Se -0.91356 -3.87975 -0.96780 -0.1 0.0 0.0
H -0.42254 7.01151 2.30150 0.0 0.0 0.0
C -3.10942 4.25997 2.60097 0.0 0.0 0.0
H 1.55751 1.51708 0.53530 0.0 0.0 0.0
C 2.40787 -4.87234 1.46741 0.0 0.0 0.0
H 1.07309 -7.32063 1.73778 0.0 0.0 0.0
C -2.52476 6.59265 2.45072 0.0 0.0 0.0
H 1.05108 -4.27303 -3.39807 0.0 0.0 0.0
C 2.15735 -5.96987 0.43441 0.0 0.0 0.0
C 1.14997 -2.27950 -4.20854 0.0 0.0 0.0
N 1.13005 -2.03648 -1.75264 0.0 0.0 0.0
H 1.95114 1.96513 -1.85319 0.0 0.0 0.0
H 4.95324 0.57107 -1.47958 0.0 0.0 0.0
S 0.47402 -0.36862 2.21749 0.0 0.1 0.0
C 1.40659 -3.72425 1.42252 0.0 0.0 0.0
C 0.74961 1.89356 -0.08109 0.0 0.0 0.0
H 1.53373 -4.20168 -5.08582 0.0 0.0 0.0
H -1.48959 3.18056 5.20108 0.0 0.0 0.0
C -4.78921 2.20605 -4.64469 0.0 0.0 0.0
H -0.81194 -3.56326 -5.72631 0.0 0.0 0.0
H 0.54956 -0.54415 -3.04968 0.0 0.0 0.0
H 3.35295 2.22922 5.38546 0.0 0.0 0.0
C -1.54241 2.56590 -0.35241 0.0 0.0 0.0
C 0.48958 -1.63203 -2.99635 0.0 0.0 0.0
H 0.37791 -4.07624 1.46599 0.0 0.0 0.0
H 3.75700 -2.01056 1.74566 0.0 0.0 0.0
C 0.19658 2.31602 4.18543 -0.1 0.0 -0.1
H -1.29317 -3.65941 -4.02632 0.0 0.0 0.0
H 0.80155 -1.75128 -5.10131 0.0 0.0 0.0
C -3.12022 0.45093 -3.10456 0.1 0.0 -0.1
C 2.57140 -2.06167 -0.05442 0.0 0.0 0.0
C 4.49357 -0.71414 0.17974 0.0 0.0 0.0
C -3.59928 1.74373 -5.17882 0.0 0.0 0.0
C -5.17862 1.82357 -3.37220 0.0 0.0 0.0
H -4.53688 5.86907 2.60487 0.0 0.0 0.0
H -2.52677 2.73900 0.07233 0.0 0.0 0.0
S -0.44756 -0.97806 4.99058 0.0 0.0 -0.1
H -2.81615 7.63640 2.41357 0.0 0.0 0.0
C -0.42648 2.97140 5.24230 0.0 0.0 0.0
Cl -4.86061 0.53505 -1.03564 0.0 0.0 0.1
H 3.41354 -4.46282 1.33716 0.0 0.0 0.0
C 1.55662 2.05722 4.23653 0.0 0.0 0.0
Cl -1.31431 0.33338 -5.13322 0.0 0.0 0.0
C -0.50795 2.11763 0.47044 0.0 0.0 0.1
H 0.80186 -7.61456 0.01341 0.0 0.0 0.0
```
Positions in Å, forces in eV/Å.

Output
DFT total energy	-216263.640	eV
orbital gap	5.48	eV
ΔE to the lowest compared entry with this formula, charge and spin	2.0	kcal/mol
charge	-2
E_LUMO	3.83	eV